# 1
This record from OMol25 describes C33H42ClI2N5OPbS2 as an isolated structure. The level of theory is ωB97M-V/def2-TZVPD.

The geometry in XYZ format:
```
87
C33H42ClI2N5OPbS2, DFT ωB97M-V/def2-TZVPD
Pb -0.383 0.478 -0.217
C 1.731 -0.056 2.871
N 2.040 -1.087 1.859
C 3.133 -0.706 0.935
C 2.735 -0.612 -0.535
N 2.021 0.637 -0.916
C 1.946 0.684 -2.400
C 2.698 1.833 -0.409
C 4.046 2.015 -0.706
C 4.738 3.106 -0.217
C 4.072 4.038 0.569
C 2.729 3.872 0.851
C 2.018 2.767 0.370
S 0.296 2.704 0.803
C 1.592 -2.320 1.880
C 2.289 -3.387 1.214
C 2.033 -4.667 1.564
C 1.019 -5.036 2.525
C 0.229 -4.091 3.053
C 0.353 -2.706 2.622
S -0.929 -1.718 2.696
H 2.687 0.329 3.223
H 1.187 -0.485 3.705
H 1.157 0.760 2.432
H 3.955 -1.414 1.050
H 3.502 0.260 1.267
H 2.106 -1.455 -0.835
H 3.660 -0.686 -1.117
H 2.943 0.647 -2.844
H 1.472 1.615 -2.708
H 1.362 -0.163 -2.768
H 4.565 1.303 -1.335
H 5.787 3.229 -0.448
H 4.598 4.899 0.961
H 2.207 4.603 1.456
H 3.106 -3.177 0.542
H 2.640 -5.453 1.132
H 0.895 -6.078 2.786
H -0.581 -4.323 3.731
I -3.668 -1.802 -0.065
C -2.888 -3.256 -1.392
I -0.767 -3.391 -1.447
H -3.226 -3.020 -2.392
H -3.256 -4.223 -1.074
C -0.724 3.749 -8.206
C -1.355 3.314 -6.871
C -2.872 3.488 -7.052
C -1.029 1.830 -6.669
C -0.816 4.181 -5.678
O -0.751 5.556 -6.041
C 0.539 3.725 -5.110
C 1.793 3.856 -5.993
C 2.849 2.886 -5.530
C 2.931 1.604 -6.067
C 3.855 0.682 -5.597
C 4.706 1.049 -4.568
Cl 5.847 -0.110 -3.944
C 4.662 2.324 -4.026
C 3.734 3.234 -4.512
C -1.786 4.293 -4.468
N -1.830 3.126 -3.587
C -1.027 2.854 -2.571
N -1.336 1.661 -2.072
C -2.388 1.253 -2.843
N -2.721 2.123 -3.756
H -1.144 3.129 -8.999
H 0.358 3.619 -8.251
H -0.971 4.779 -8.466
H -3.174 3.025 -7.992
H -3.140 4.544 -7.109
H -3.448 3.015 -6.260
H -1.487 1.250 -7.471
H -1.418 1.438 -5.727
H 0.046 1.645 -6.701
H -0.294 5.647 -6.883
H 0.461 2.685 -4.783
H 0.713 4.327 -4.211
H 2.178 4.874 -5.923
H 1.568 3.680 -7.044
H 2.289 1.325 -6.894
H 3.931 -0.302 -6.039
H 5.363 2.607 -3.252
H 3.713 4.237 -4.102
H -2.798 4.511 -4.786
H -1.434 5.125 -3.860
H -0.258 3.512 -2.200
H -2.914 0.324 -2.697
```

Values from the calculation:
**Gap between HOMO and LUMO**: 4.96 eV
**HOMO level**: -13.186 eV
**Charge**: +2
**LUMO energy**: -8.231 eV

Results of the Mulliken charge analysis, in e, for atoms 1 through 6: 1.0676, -1.0157, 0.2271, -1.9602, -0.4403, 0.4468

# 2
This record from OMol25 describes C33H42CoN3O7P2 as an isolated structure. The level of theory is ωB97M-V/def2-TZVPD.

The geometry in XYZ format:
```
88
C33H42CoN3O7P2, DFT ωB97M-V/def2-TZVPD
Co -0.305 0.732 -0.531
C -3.496 2.609 2.077
C -2.486 1.550 2.512
C -3.132 0.174 2.481
P -0.894 1.606 1.552
C -0.331 3.319 1.993
C 1.163 3.495 2.259
C -0.743 4.269 0.864
C 0.057 0.362 2.473
C 0.368 0.513 3.817
C 0.966 -0.491 4.564
C 1.355 -0.281 6.003
C 1.188 -1.701 3.914
C 0.886 -1.892 2.577
C 0.358 -0.848 1.792
N 0.008 -0.944 0.471
C 0.342 -1.932 -0.439
C 1.414 -2.828 -0.386
C 1.656 -3.702 -1.441
C 0.865 -3.735 -2.580
C 1.182 -4.634 -3.744
C -0.204 -2.842 -2.638
C -0.469 -1.962 -1.606
P -1.804 -0.725 -1.587
C -3.189 -1.698 -0.787
C -3.832 -2.730 -1.718
C -2.720 -2.444 0.465
C -2.464 -0.500 -3.290
C -3.725 0.370 -3.194
C -1.515 0.095 -4.325
H -4.425 2.487 2.640
H -3.737 2.504 1.015
H -3.144 3.625 2.245
H -2.179 1.760 3.545
H -3.595 -0.013 1.509
H -3.916 0.115 3.241
H -2.414 -0.620 2.679
H -0.873 3.581 2.910
H 1.733 3.365 1.341
H 1.554 2.786 2.984
H 1.334 4.508 2.632
H -0.154 4.052 -0.030
H -0.541 5.303 1.157
H -1.793 4.193 0.586
H 0.139 1.458 4.305
H 1.155 0.745 6.313
H 2.421 -0.465 6.156
H 0.807 -0.946 6.676
H 1.611 -2.531 4.472
H 1.038 -2.866 2.138
H 2.104 -2.796 0.444
H 2.515 -4.362 -1.378
H 1.851 -5.442 -3.445
H 1.671 -4.079 -4.547
H 0.279 -5.085 -4.160
H -0.818 -2.814 -3.533
H -3.943 -0.957 -0.504
H -3.071 -3.383 -2.153
H -4.412 -2.291 -2.528
H -4.507 -3.363 -1.137
H -2.228 -3.374 0.173
H -3.582 -2.699 1.088
H -2.010 -1.880 1.057
H -2.749 -1.501 -3.628
H -3.481 1.344 -2.764
H -4.515 -0.074 -2.590
H -4.127 0.545 -4.194
H -1.270 1.127 -4.085
H -2.017 0.067 -5.298
H -0.563 -0.428 -4.393
O 1.673 0.066 -3.844
C 1.504 0.663 -2.791
O 0.355 1.047 -2.343
C 2.693 1.063 -1.961
C 3.901 1.188 -2.602
C 5.036 1.586 -1.902
C 4.988 1.791 -0.541
C 3.792 1.609 0.111
C 2.558 1.317 -0.557
O 1.455 1.312 0.070
N 3.858 1.695 1.577
O 3.141 0.965 2.226
O 4.661 2.477 2.064
N 6.305 1.752 -2.599
O 6.320 1.580 -3.805
O 7.286 2.057 -1.942
H 3.951 0.975 -3.660
H 5.876 2.056 0.016
```

Values from the calculation:
**Spin multiplicity**: 2
**Gap between HOMO and LUMO (alpha / beta)**: 6.61 / 6.62 eV
**HOMO level (alpha / beta)**: -4.111 / -4.129 eV
**Charge**: -1
**LUMO energy (alpha / beta)**: 2.499 / 2.488 eV

Results of the Mulliken charge analysis, in e, for atoms 1 through 6: -1.5318, -1.6971, 0.5937, -1.3029, 1.3044, 0.5022

# 3
This record from OMol25 describes C33H42CsN9O6S2Si as an isolated structure at a distorted geometry. The level of theory is ωB97M-V/def2-TZVPD.

The geometry in XYZ format:
```
94
C33H42CsN9O6S2Si, DFT ωB97M-V/def2-TZVPD
Cs -0.107 0.025 -1.095
N 2.456 -1.897 -2.069
C 1.674 -3.013 -2.194
C 1.243 -3.013 -3.491
N 1.721 -1.916 -4.158
C 2.436 -1.254 -3.269
C 3.023 0.067 -3.464
N 3.095 0.714 -4.613
C 3.646 1.926 -4.306
C 3.907 2.008 -2.967
N 3.508 0.816 -2.437
H 2.775 -1.488 -1.183
H 1.436 -3.624 -1.338
H 0.581 -3.721 -3.962
H 3.813 2.676 -5.062
H 4.328 2.774 -2.340
H 3.568 0.562 -1.442
O 2.875 -0.239 0.041
N 3.472 -0.391 1.206
C 3.111 -1.461 1.948
C 3.689 -1.714 3.162
C 4.661 -0.823 3.636
C 4.996 0.269 2.884
C 4.396 0.534 1.630
S 4.781 1.890 0.699
H 2.331 -2.055 1.482
H 3.373 -2.577 3.729
H 5.143 -0.992 4.592
H 5.735 0.982 3.219
C 1.605 7.304 1.528
C 0.808 6.262 0.794
C 1.282 4.956 0.675
C 0.541 3.994 0.013
C -0.689 4.321 -0.544
C -1.168 5.611 -0.439
C -0.422 6.575 0.227
S -1.622 3.036 -1.388
O -0.648 2.455 -2.305
O -2.772 3.684 -1.986
N -1.915 1.934 -0.321
C -2.919 2.000 0.596
C -3.767 3.068 0.848
C -4.751 2.997 1.851
C -4.922 1.880 2.620
C -4.083 0.761 2.400
C -4.187 -0.433 3.149
C -3.339 -1.472 2.891
C -2.376 -1.322 1.868
N -2.265 -0.231 1.154
C -3.089 0.812 1.398
H 2.633 6.974 1.678
H 1.175 7.508 2.511
H 1.628 8.247 0.977
H 2.244 4.682 1.092
H 0.939 2.991 -0.081
H -2.119 5.859 -0.894
H -0.804 7.588 0.300
H -3.696 3.966 0.252
H -5.382 3.864 2.004
H -5.680 1.833 3.393
H -4.940 -0.501 3.928
H -3.381 -2.395 3.455
H -1.662 -2.108 1.635
C -2.218 -0.291 -4.081
C -1.260 0.399 -5.035
O -1.547 1.788 -5.157
H -1.963 -1.344 -3.939
H -3.255 -0.219 -4.419
H -2.165 0.219 -3.119
H -1.336 -0.023 -6.039
H -0.225 0.247 -4.710
H -1.336 2.191 -4.302
N -1.950 -4.004 -0.534
C -2.551 -3.888 -1.728
N -3.959 -4.022 -1.691
O -1.981 -3.730 -2.800
H -2.514 -4.140 0.286
H -0.965 -3.731 -0.338
H -4.391 -3.599 -0.881
H -4.348 -3.658 -2.549
C 0.326 -3.251 3.800
Si 0.412 -4.168 2.127
C 2.003 -5.217 2.142
C -1.000 -5.450 2.259
O 0.302 -3.225 0.859
H 0.537 -3.934 4.630
H -0.677 -2.846 3.959
H 1.026 -2.414 3.865
H 2.079 -5.838 3.040
H 2.898 -4.598 2.079
H 2.012 -5.879 1.273
H -0.859 -6.081 3.142
H -1.047 -6.098 1.382
H -1.973 -4.958 2.366
```

Values from the calculation:
**Gap between HOMO and LUMO**: 6.47 eV
**HOMO level**: -2.750 eV
**Charge**: -2
**LUMO energy**: 3.723 eV

Results of the Mulliken charge analysis, in e, for atoms 1 through 6: 0.8356, 0.2037, -0.3322, -0.5132, -0.6432, 0.1202

# 4
This record from OMol25 describes C33H42F4LaN3S5Si2 as an isolated structure. The level of theory is ωB97M-V/def2-TZVPD.

The geometry in XYZ format:
```
90
C33H42F4LaN3S5Si2, DFT ωB97M-V/def2-TZVPD
La -0.688 0.290 -0.120
C -4.482 -0.174 1.175
C -3.891 -0.286 2.570
N -2.576 -0.944 2.601
C -1.905 -0.643 3.866
C -0.488 -1.190 3.947
C -2.702 -2.393 2.364
C -1.793 -2.936 1.268
N -2.030 -2.196 0.044
C -2.475 -2.761 -1.078
C -2.758 -1.900 -2.176
F -2.601 -0.584 -1.945
C -3.161 -2.303 -3.414
F -3.375 -1.379 -4.361
C -3.357 -3.643 -3.717
C -3.116 -4.515 -2.678
F -3.274 -5.835 -2.890
C -2.703 -4.121 -1.424
F -2.474 -5.116 -0.526
H -5.479 0.273 1.236
H -4.565 -1.144 0.678
H -3.867 0.476 0.553
H -4.588 -0.830 3.229
H -3.771 0.717 2.975
H -2.494 -1.041 4.713
H -1.878 0.442 3.971
H -0.469 -2.285 3.989
H 0.011 -0.808 4.843
H 0.101 -0.879 3.080
H -3.725 -2.611 2.057
H -2.529 -2.946 3.301
H -1.973 -4.005 1.191
H -0.749 -2.813 1.583
H -3.679 -3.977 -4.695
S -3.300 7.801 0.737
C -2.962 6.169 0.613
S -2.546 5.159 1.927
C -2.351 3.634 1.081
C -2.560 3.694 -0.250
S -2.485 2.383 -1.398
S -2.984 5.287 -0.854
S -1.927 2.233 2.017
C 1.498 3.554 -3.356
C 2.335 2.772 -4.138
C 2.288 1.395 -4.021
C 1.399 0.800 -3.120
N 0.641 1.574 -2.324
C 0.676 2.903 -2.455
C 1.241 -0.679 -2.996
C 1.746 -1.499 -4.013
C 1.658 -2.880 -3.917
C 1.060 -3.436 -2.791
C 0.536 -2.598 -1.809
C 0.587 -1.195 -1.861
H 1.491 4.636 -3.422
H 3.023 3.234 -4.838
H 2.955 0.782 -4.611
H 0.007 3.460 -1.806
H 2.193 -1.069 -4.905
H 2.042 -3.510 -4.712
H 0.983 -4.515 -2.684
H 0.062 -3.083 -0.959
C 2.084 -2.258 1.623
Si 2.878 -0.577 1.290
C 3.836 -0.730 -0.315
C 4.199 -0.469 2.644
C 1.650 0.761 1.321
Si 2.354 2.431 1.142
C 3.476 2.564 -0.378
C 3.437 2.939 2.616
C 1.123 3.833 0.974
H 2.805 -3.061 1.411
H 1.208 -2.429 0.981
H 1.768 -2.350 2.674
H 4.417 -1.663 -0.326
H 4.531 0.110 -0.455
H 3.147 -0.752 -1.168
H 4.767 -1.408 2.717
H 3.723 -0.280 3.620
H 4.912 0.349 2.462
H 1.177 0.732 2.322
H 4.507 2.261 -0.145
H 3.498 3.604 -0.734
H 3.119 1.930 -1.203
H 4.395 2.397 2.611
H 2.928 2.702 3.562
H 3.649 4.017 2.603
H 0.504 3.742 0.068
H 1.673 4.783 0.913
H 0.433 3.877 1.824
```

Values from the calculation:
**Gap between HOMO and LUMO**: 5.91 eV
**HOMO level**: -1.696 eV
**Charge**: -2
**LUMO energy**: 4.213 eV

Results of the Mulliken charge analysis, in e, for atoms 1 through 6: 0.4730, -0.6414, -1.1431, 1.2096, -1.0179, -0.9350

Number 1: electronic energy -3675.98852 hartree. Number 2: electronic energy -4039.10157 hartree. Number 3: electronic energy -3333.21367 hartree. Number 4: electronic energy -4448.13248 hartree.